[1]
A 2-piece molecular cluster, C5H11NO2 overall in a non-equilibrium geometry, computed with ωB97M-V/def2-TZVPD.

Each line ends with the Löwdin charge.
Cartesian coordinates (Å):
1 O 1.827 0.886 1.248  0.0429
2 C 1.879 -0.112 1.970  -0.3580
3 N 1.195 -1.268 1.838  0.1417
4 C 0.403 -1.350 0.678  -0.2873
5 C -1.927 0.690 -0.752  -0.3944
6 C -1.345 2.110 -0.916  -0.0733
7 O -1.135 -0.283 -1.283  -0.0678
8 C 1.284 -1.622 -0.554  -0.0467
9 H 2.525 -0.076 2.857  0.1171
10 H 0.613 -1.606 -1.416  0.0717
11 H -0.141 -0.396 0.486  0.1242
12 H -2.150 0.500 0.310  0.1168
13 H -0.430 2.038 -1.503  0.0738
14 H -2.046 2.746 -1.461  0.0659
15 H -1.077 2.563 0.038  0.0677
16 H -2.927 0.651 -1.228  0.1314
17 H 1.828 -2.553 -0.421  0.0790
18 H 1.994 -0.809 -0.672  0.0764
19 H -0.370 -2.110 0.783  0.1190

The largest force on an atom comes out at 2.66 eV/Å. For the energy above the lowest of the compared OMol25 structures with the same formula, charge and spin, the calculation gives 7.636 eV. The highest occupied orbital energy is -8.82 eV. The total charge is 0. The multiplicity is 1.

[2]
A 4-piece molecular cluster, C22H32ClF9NO9S overall in a non-equilibrium geometry, computed with ωB97M-V/def2-TZVPD.

Each line ends with the Löwdin charge.
Cartesian coordinates (Å):
1 F 3.534 -3.272 2.963  0.0056
2 C 2.075 -2.884 3.005  -0.2065
3 F 1.847 -1.603 2.300  -0.0161
4 C 1.320 -4.048 2.070  -0.0723
5 C -0.048 -3.516 1.343  -0.2023
6 C 0.048 -3.337 -0.283  -0.1737
7 C -1.384 -2.720 -0.887  -0.0896
8 C -1.141 -1.147 -1.278  -0.0452
9 N -1.463 -0.433 -2.434  0.0977
10 C -0.984 1.032 -2.354  -0.0767
11 C 0.398 0.761 -1.452  -0.2319
12 C 1.331 2.045 -1.043  -0.1218
13 C 2.904 1.568 -0.730  -0.2347
14 C 3.543 0.627 -1.910  -0.5094
15 Cl 3.658 -1.144 -1.268  0.4226
16 C -0.396 -0.069 -0.238  -0.0417
17 C 1.403 -3.001 4.491  -0.2223
18 F 2.040 -4.207 5.141  0.0138
19 F -0.060 -3.275 4.502  0.0221
20 S 1.708 -1.565 5.643  1.0936
21 F 3.159 -1.078 4.877  -0.1745
22 F 0.722 -0.473 4.764  -0.2000
23 F 0.260 -2.037 6.505  -0.2034
24 F 2.600 -2.624 6.709  -0.1950
25 F 1.964 -0.311 6.798  -0.1788
26 H 2.120 -4.366 1.247  0.1521
27 H 1.129 -4.999 2.731  0.1414
28 H -0.873 -4.358 1.534  0.1339
29 H -0.495 -2.543 1.871  0.1256
30 H 0.881 -2.547 -0.509  0.0896
31 H 0.288 -4.371 -0.809  0.1400
32 H -2.292 -2.892 -0.167  0.1403
33 H -1.638 -3.287 -1.905  0.1208
34 H -1.952 -0.815 -3.280  0.1540
35 H -1.724 1.749 -1.759  0.1562
36 H -0.639 1.448 -3.405  0.1470
37 H 0.865 -0.139 -2.055  0.1270
38 H 1.363 2.911 -1.829  0.1175
39 H 0.919 2.456 -0.011  0.1138
40 H 2.963 0.934 0.279  0.0998
41 H 3.628 2.504 -0.610  0.1296
42 H 4.627 0.916 -2.248  0.0925
43 H 2.816 0.555 -2.851  0.0900
44 H 0.258 -0.670 0.523  0.1037
45 H -1.193 0.621 0.270  0.1412
46 C -4.728 -3.927 -3.043  -0.1371
47 C -5.167 -4.482 -4.359  -0.1275
48 O -4.804 -3.469 -5.278  0.0824
49 C -3.798 -2.750 -4.698  -0.5078
50 O -3.132 -1.908 -5.277  0.1328
51 O -3.634 -3.098 -3.389  0.0150
52 H -4.417 -4.708 -2.345  0.1395
53 H -5.501 -3.313 -2.569  0.1406
54 H -4.637 -5.404 -4.622  0.1423
55 H -6.244 -4.669 -4.394  0.1454
56 C -1.152 6.435 -3.210  -0.1306
57 C -0.668 5.666 -2.024  -0.1304
58 O -0.422 4.376 -2.550  0.0129
59 C -0.208 4.528 -3.890  -0.5140
60 O 0.199 3.646 -4.627  0.1237
61 O -0.508 5.797 -4.297  0.0773
62 H -0.875 7.492 -3.162  0.1439
63 H -2.235 6.357 -3.346  0.1389
64 H 0.267 6.067 -1.619  0.1436
65 H -1.412 5.624 -1.224  0.1402
66 C 1.319 2.569 3.443  -0.1457
67 C 1.055 3.581 4.509  -0.1306
68 O 1.569 4.778 3.956  0.0755
69 C 1.564 4.623 2.600  -0.5117
70 O 1.782 5.520 1.803  0.1331
71 O 1.282 3.333 2.252  0.0270
72 H 0.562 1.780 3.420  0.1226
73 H 2.309 2.110 3.537  0.1400
74 H -0.014 3.713 4.705  0.1399
75 H 1.562 3.339 5.448  0.1431

The largest force on an atom comes out at 5.44 eV/Å. The highest occupied orbital energy is -12.94 eV. The total charge is +1. The multiplicity is 1.

[3]
A 12-piece molecular cluster, C52H121B4F16N11O5 overall in a non-equilibrium geometry, computed with ωB97M-V/def2-TZVPD.

Each line ends with the Löwdin charge.
Cartesian coordinates (Å):
1 C -1.583 5.588 -3.158  0.0016
2 N -2.950 5.219 -3.712  -0.3116
3 C -3.592 6.500 -4.335  0.0214
4 C -2.660 4.177 -4.830  0.0570
5 C -3.917 4.828 -2.572  -0.0817
6 C -5.325 4.383 -2.996  -0.2066
7 O -5.365 3.274 -3.881  -0.0447
8 H -1.006 6.003 -3.984  0.1111
9 H -1.070 4.723 -2.736  0.0855
10 H -1.723 6.377 -2.419  0.1033
11 H -2.866 7.110 -4.873  0.1071
12 H -4.089 7.100 -3.572  0.0998
13 H -4.420 6.251 -5.000  0.1075
14 H -1.989 4.634 -5.558  0.1142
15 H -3.592 3.973 -5.358  0.1044
16 H -2.121 3.381 -4.318  0.0867
17 H -3.967 5.640 -1.846  0.1283
18 H -3.297 3.966 -2.323  0.1165
19 H -5.874 5.258 -3.345  0.1223
20 H -5.905 3.959 -2.176  0.1216
21 H -5.333 2.454 -3.383  0.0538
22 C -6.636 -3.432 -1.375  0.0189
23 N -7.547 -3.508 -0.132  -0.2922
24 C -6.794 -4.316 0.980  0.0395
25 C -7.885 -2.111 0.353  0.0001
26 C -8.820 -4.401 -0.496  -0.0536
27 C -9.788 -3.750 -1.487  -0.1947
28 O -10.489 -2.619 -0.901  -0.0664
29 H -6.588 -4.402 -1.870  0.1069
30 H -5.631 -3.126 -1.082  0.0878
31 H -7.052 -2.737 -2.103  0.1001
32 H -6.456 -5.258 0.548  0.1093
33 H -7.510 -4.522 1.776  0.1008
34 H -5.949 -3.719 1.323  0.0997
35 H -6.953 -1.738 0.778  0.0806
36 H -8.692 -2.169 1.083  0.1122
37 H -8.036 -1.483 -0.526  0.1025
38 H -9.242 -4.461 0.508  0.1250
39 H -8.488 -5.378 -0.850  0.1395
40 H -10.515 -4.449 -1.901  0.1326
41 H -9.204 -3.410 -2.342  0.1129
42 H -11.111 -2.324 -1.570  0.0945
43 C 1.107 6.144 6.827  -0.0618
44 C 0.040 5.126 7.048  -0.1812
45 N 0.061 4.174 5.940  -0.0319
46 C -0.768 4.307 4.783  0.0309
47 C -0.376 3.361 3.909  -0.0636
48 N 0.533 2.567 4.477  -0.0725
49 C 0.711 2.972 5.741  0.0206
50 C 1.215 1.398 3.840  0.0534
51 H 1.273 6.754 7.715  0.0976
52 H 0.832 6.849 6.042  0.0827
53 H 2.022 5.685 6.452  0.0849
54 H -0.937 5.463 7.393  0.1431
55 H 0.306 4.435 7.848  0.1284
56 H -1.344 5.218 4.705  0.1382
57 H -0.660 3.237 2.874  0.1302
58 H 1.481 2.592 6.396  0.1685
59 H 0.689 0.567 4.309  0.1030
60 H 2.275 1.366 4.093  0.0968
61 H 1.020 1.392 2.768  0.0890
62 C 0.352 -7.802 1.227  -0.0318
63 C 0.730 -6.516 0.421  -0.1513
64 N 0.891 -5.439 1.378  -0.0737
65 C -0.152 -4.660 1.820  0.0405
66 C 0.370 -3.810 2.818  0.0366
67 N 1.732 -4.163 2.968  -0.1034
68 C 2.061 -5.198 2.136  0.0298
69 C 2.571 -3.489 4.000  0.0183
70 H 0.481 -8.606 0.502  0.0860
71 H -0.615 -7.825 1.730  0.0869
72 H 1.002 -7.988 2.083  0.0726
73 H 0.069 -6.181 -0.378  0.1255
74 H 1.714 -6.588 -0.044  0.1191
75 H -1.144 -4.786 1.411  0.1341
76 H -0.047 -3.059 3.473  0.1238
77 H 2.979 -5.764 2.088  0.1552
78 H 3.359 -4.151 4.358  0.0980
79 H 2.001 -3.161 4.870  0.1025
80 H 2.988 -2.622 3.488  0.0851
81 C -6.449 6.721 2.808  -0.0764
82 C -6.234 5.989 1.476  -0.1631
83 N -6.177 4.534 1.672  -0.0317
84 C -5.038 3.738 1.545  -0.0091
85 C -5.281 2.404 1.855  0.0397
86 N -6.654 2.400 2.068  -0.0794
87 C -7.203 3.628 1.836  0.0414
88 C -7.426 1.193 2.389  0.0231
89 H -5.701 6.419 3.541  0.0791
90 H -7.430 6.545 3.250  0.0818
91 H -6.342 7.802 2.729  0.0882
92 H -5.286 6.476 1.249  0.1205
93 H -7.097 6.224 0.852  0.1333
94 H -4.154 4.324 1.342  0.1222
95 H -4.675 1.524 2.014  0.1355
96 H -8.271 3.788 1.876  0.1704
97 H -8.457 1.219 2.038  0.1111
98 H -7.398 0.908 3.441  0.1082
99 H -6.970 0.371 1.838  0.0804
100 C 4.638 3.715 -3.697  -0.0506
101 C 3.826 3.368 -2.452  -0.1346
102 N 4.614 3.087 -1.120  -0.2047
103 C 5.151 4.377 -0.615  0.0021
104 C 3.574 2.574 -0.075  -0.1419
105 C 3.206 1.067 -0.113  -0.0512
106 C 5.793 2.075 -1.424  -0.0226
107 C 6.776 1.756 -0.218  -0.1695
108 O 6.042 1.481 0.983  -0.2224
109 C 6.916 1.629 2.101  -0.0882
110 H 5.504 3.095 -3.929  0.0796
111 H 4.980 4.745 -3.590  0.0808
112 H 4.061 3.940 -4.594  0.0950
113 H 3.124 2.544 -2.584  0.1109
114 H 3.139 4.205 -2.335  0.1343
115 H 5.797 4.893 -1.325  0.1200
116 H 5.572 4.317 0.389  0.1071
117 H 4.248 4.961 -0.437  0.1120
118 H 2.616 3.085 -0.173  0.1238
119 H 3.853 2.917 0.922  0.1132
120 H 4.118 0.470 -0.092  0.0526
121 H 2.819 0.780 -1.091  0.0775
122 H 2.426 0.849 0.616  0.0809
123 H 6.352 2.663 -2.152  0.1125
124 H 5.502 1.146 -1.915  0.1361
125 H 7.419 2.619 -0.046  0.1232
126 H 7.416 0.915 -0.485  0.1098
127 H 7.971 1.507 1.855  0.0933
128 H 6.573 0.967 2.896  0.0924
129 H 6.935 2.601 2.595  0.0913
130 C -1.492 1.493 -0.278  -0.0398
131 C -0.706 0.286 -0.887  -0.1053
132 N -1.481 -0.644 -1.899  -0.2003
133 C -2.448 -1.545 -1.081  0.0501
134 C -2.279 0.257 -2.861  -0.1416
135 C -2.963 -0.483 -4.047  -0.0036
136 C -0.534 -1.486 -2.743  -0.0703
137 C 0.441 -2.439 -1.982  -0.1506
138 O 1.406 -1.642 -1.290  -0.2129
139 C 2.192 -2.365 -0.375  -0.0921
140 H -0.945 1.996 0.519  0.0605
141 H -2.352 1.113 0.273  0.0675
142 H -1.776 2.292 -0.964  0.0620
143 H -0.239 -0.378 -0.160  0.0994
144 H 0.048 0.736 -1.533  0.1033
145 H -3.237 -0.950 -0.622  0.0984
146 H -1.824 -2.052 -0.345  0.0985
147 H -3.004 -2.203 -1.749  0.0910
148 H -1.641 1.125 -3.028  0.1066
149 H -2.980 0.658 -2.129  0.0899
150 H -2.144 -0.816 -4.685  0.0792
151 H -3.592 0.255 -4.545  0.0895
152 H -3.538 -1.309 -3.629  0.0821
153 H -0.068 -0.855 -3.500  0.1256
154 H -1.130 -2.170 -3.348  0.1300
155 H 0.884 -2.995 -2.808  0.1337
156 H -0.135 -3.177 -1.423  0.1102
157 H 1.545 -2.663 0.450  0.0791
158 H 2.857 -1.637 0.089  0.0535
159 H 2.796 -3.033 -0.990  0.0988
160 C 7.921 -5.372 -2.206  -0.0395
161 C 8.856 -4.202 -1.638  -0.1294
162 N 8.375 -3.520 -0.347  -0.2105
163 C 9.305 -2.282 -0.252  0.0299
164 C 6.871 -3.129 -0.520  -0.1201
165 C 6.518 -2.083 0.587  -0.0512
166 C 8.401 -4.413 0.943  -0.0469
167 C 9.559 -5.406 1.086  -0.2010
168 O 10.737 -4.658 0.978  -0.2068
169 C 11.858 -5.400 0.547  -0.0745
170 H 7.151 -5.030 -2.898  0.0784
171 H 7.367 -5.785 -1.363  0.0583
172 H 8.374 -6.282 -2.600  0.0913
173 H 8.923 -3.473 -2.445  0.1287
174 H 9.820 -4.703 -1.552  0.1157
175 H 9.184 -1.879 0.753  0.0965
176 H 8.900 -1.483 -0.874  0.1000
177 H 10.363 -2.522 -0.354  0.1146
178 H 6.211 -3.994 -0.594  0.1177
179 H 6.773 -2.702 -1.518  0.1298
180 H 5.433 -1.972 0.598  0.0665
181 H 7.016 -1.126 0.429  0.0496
182 H 6.625 -2.311 1.647  0.0839
183 H 7.507 -5.035 0.907  0.1273
184 H 8.404 -3.698 1.766  0.1272
185 H 9.543 -6.191 0.330  0.1251
186 H 9.573 -5.947 2.032  0.1446
187 H 11.761 -5.875 -0.429  0.0877
188 H 12.108 -6.180 1.265  0.1067
189 H 12.585 -4.619 0.321  0.1048
190 B -2.001 -0.287 2.882  -1.5378
191 F -3.238 -0.662 2.490  0.1758
192 F -1.073 -0.632 1.966  0.1462
193 F -1.814 1.051 3.082  0.1389
194 F -1.679 -1.004 3.983  0.1548
195 B -3.192 -5.136 -0.856  -1.3123
196 F -4.239 -5.769 -1.485  0.1452
197 F -2.209 -4.691 -1.746  0.1013
198 F -3.638 -4.042 -0.075  0.0769
199 F -2.544 -6.030 0.009  0.0918
200 B 0.796 2.158 -4.376  -1.4611
201 F 1.859 2.815 -4.909  0.1615
202 F 0.321 2.854 -3.247  0.0846
203 F -0.118 1.996 -5.388  0.1414
204 F 1.137 0.905 -4.052  0.1705
205 B -5.920 0.908 -1.338  -1.4460
206 F -5.767 -0.323 -0.761  0.1470
207 F -5.965 0.658 -2.699  0.1328
208 F -7.047 1.569 -0.858  0.1341
209 F -4.858 1.727 -1.211  0.1556

The largest force on an atom comes out at 4.77 eV/Å. The highest occupied orbital energy is -16.31 eV. The total charge is +4. The multiplicity is 1.

What is the formula in the third record?
C52H121B4F16N11O5

Repeat the first record exactly.
A 2-piece molecular cluster, C5H11NO2 overall in a non-equilibrium geometry, computed with ωB97M-V/def2-TZVPD.

Each line ends with the Löwdin charge.
Cartesian coordinates (Å):
1 O 1.827 0.886 1.248  0.0429
2 C 1.879 -0.112 1.970  -0.3580
3 N 1.195 -1.268 1.838  0.1417
4 C 0.403 -1.350 0.678  -0.2873
5 C -1.927 0.690 -0.752  -0.3944
6 C -1.345 2.110 -0.916  -0.0733
7 O -1.135 -0.283 -1.283  -0.0678
8 C 1.284 -1.622 -0.554  -0.0467
9 H 2.525 -0.076 2.857  0.1171
10 H 0.613 -1.606 -1.416  0.0717
11 H -0.141 -0.396 0.486  0.1242
12 H -2.150 0.500 0.310  0.1168
13 H -0.430 2.038 -1.503  0.0738
14 H -2.046 2.746 -1.461  0.0659
15 H -1.077 2.563 0.038  0.0677
16 H -2.927 0.651 -1.228  0.1314
17 H 1.828 -2.553 -0.421  0.0790
18 H 1.994 -0.809 -0.672  0.0764
19 H -0.370 -2.110 0.783  0.1190

The largest force on an atom comes out at 2.66 eV/Å. For the energy above the lowest of the compared OMol25 structures with the same formula, charge and spin, the calculation gives 7.636 eV. The highest occupied orbital energy is -8.82 eV. The total charge is 0. The multiplicity is 1.

largest force on an atom of number 3 (C52H121B4F16N11O5)?
4.77 eV/Å